# 1
{"formula": "C3HN2O3", "method": "wB97M-V/def2-TZVPD", "symbols": ["C", "C", "C", "N", "N", "O", "O", "O", "H"], "coordinates": [[-2.07498, 0.91481, -2.98245], [1.52424, 1.34249, 1.23662], [-0.25043, -0.00355, -1.49682], [-1.18063, 0.19924, -2.68988], [0.85030, 0.39906, 1.14838], [-2.96523, 1.56644, -3.38405], [-0.68490, -0.83379, -0.71138], [0.73943, 0.68586, -1.52396], [0.27437, -0.32155, 0.73706]], "nbo_charge": [0.822, 0.213, 0.897, -0.624, -0.724, -0.606, -0.754, -0.685, 0.461], "homo_ev": -5.474, "relative_energy_kj_mol": 72.7, "lumo_energy_ev": 3.81, "charge": -1, "homo_lumo_gap_ev": 9.28}

=====

# 2
{"formula": "C4H8O2", "method": "wB97M-V/def2-TZVPD", "symbols": ["C", "C", "O", "C", "O", "C", "H", "H", "H", "H", "H", "H", "H", "H"], "coordinates": [[-0.29015, 1.02466, -0.65701], [0.42403, 0.18964, 0.35426], [0.23532, 0.34588, 1.71148], [1.64254, -0.42122, -0.33577], [0.80581, -1.03990, -1.33501], [-0.35776, -0.48361, -0.73885], [-2.81397, 0.03877, 0.79951], [0.26618, 1.60001, -1.39406], [-1.19107, 1.50803, -0.28759], [0.24899, -0.53386, 2.11296], [2.18683, -1.17067, 0.24955], [2.34354, 0.28723, -0.79034], [-2.22524, -0.28673, 1.11259], [-1.27504, -1.05823, -0.80172]], "nbo_charge": [-0.459, 0.185, -0.674, -0.087, -0.516, 0.056, 0.001, 0.216, 0.235, 0.474, 0.182, 0.180, -0.004, 0.211], "homo_ev": -9.175, "relative_energy_kj_mol": 397.9, "lumo_energy_ev": 0.86, "homo_lumo_gap_ev": 10.03}

=====

# 3
{"formula": "C33H46N6O6S", "method": "wB97M-V/def2-TZVPD", "symbols": ["C", "C", "C", "C", "C", "O", "S", "O", "O", "O", "C", "C", "C", "O", "C", "O", "H", "H", "H", "H", "H", "H", "H", "H", "H", "H", "H", "H", "H", "H", "H", "H", "N", "C", "C", "C", "C", "H", "H", "H", "H", "H", "N", "C", "C", "C", "C", "H", "H", "H", "H", "H", "N", "C", "C", "C", "C", "H", "H", "H", "H", "H", "N", "C", "C", "C", "C", "H", "H", "H", "H", "H", "N", "C", "C", "C", "C", "H", "H", "H", "H", "H", "N", "C", "C", "C", "C", "H", "H", "H", "H", "H"], "coordinates": [[4.12292, -0.54252, 0.69590], [3.73676, -0.34359, -0.86882], [2.26030, 0.31047, -0.90070], [1.26401, -0.32389, -1.98348], [0.72707, -1.80268, -1.64172], [-0.68166, -1.56494, -1.24730], [-0.87328, -2.06680, 0.35709], [-0.54276, -1.03160, 1.40840], [-2.27883, -2.49869, 0.66239], [0.22877, -3.35047, 0.22031], [1.36055, -2.62506, -0.42228], [2.33908, -3.87648, -0.77516], [3.56415, -4.00392, 0.28633], [3.85028, -5.41173, 0.60722], [4.58729, -5.41347, 1.85176], [5.72209, -5.93355, 1.90874], [4.70842, 0.34045, 1.11564], [4.69081, -1.54516, 0.76803], [3.19692, -0.67623, 1.37100], [4.54852, 0.30161, -1.33885], [3.65665, -1.37666, -1.38525], [1.76841, 0.37489, 0.14431], [2.41316, 1.41511, -1.21617], [1.67629, -0.29613, -3.06126], [0.33013, 0.35922, -2.01021], [0.77479, -2.31422, -2.67802], [1.74060, -2.00103, 0.47043], [2.71116, -3.84390, -1.86289], [1.75529, -4.86909, -0.68148], [4.51539, -3.56379, -0.18274], [3.34999, -3.37719, 1.22678], [4.05195, -4.95311, 2.76485], [-3.37804, -1.21788, -2.92913], [-2.62718, -1.08416, -4.06620], [-3.39843, -0.45525, -5.01294], [-4.65935, -0.19481, -4.42305], [-4.61617, -0.67402, -3.13590], [-3.06662, -1.64907, -2.07266], [-1.61174, -1.44854, -4.10404], [-3.08874, -0.20895, -6.01794], [-5.50517, 0.29037, -4.88820], [-5.35894, -0.67573, -2.35176], [-8.03651, 0.48756, -1.88255], [-7.89346, -0.47316, -0.91632], [-8.45689, 0.00333, 0.24189], [-8.96379, 1.29668, -0.03636], [-8.69272, 1.56779, -1.35508], [-7.71075, 0.41112, -2.83242], [-7.40306, -1.40961, -1.13584], [-8.50049, -0.52152, 1.18476], [-9.47154, 1.95620, 0.65189], [-8.90838, 2.43425, -1.96183], [-6.81984, 2.32659, -7.18800], [-6.76205, 2.89395, -8.43302], [-6.17044, 4.12726, -8.30939], [-5.85429, 4.30857, -6.93999], [-6.26379, 3.18046, -6.27267], [-7.20965, 1.42212, -6.97840], [-7.14715, 2.37317, -9.29656], [-5.98462, 4.82159, -9.11547], [-5.37907, 5.16894, -6.49234], [-6.20894, 2.91256, -5.22818], [2.13677, 2.36119, 3.07851], [2.42184, 3.64620, 2.70072], [3.74106, 3.89186, 2.99540], [4.27267, 2.70890, 3.56699], [3.26055, 1.78113, 3.60284], [1.23953, 1.91195, 2.98448], [1.66337, 4.27349, 2.25751], [4.26558, 4.81955, 2.81800], [5.28438, 2.55323, 3.91321], [3.24264, 0.76119, 3.95637], [6.33268, 5.15524, 5.51091], [6.61871, 6.43988, 5.13333], [7.93780, 6.68478, 5.42805], [8.46893, 5.50217, 5.99933], [7.45650, 4.57463, 6.03516], [5.43484, 4.70639, 5.41672], [5.86059, 7.06772, 4.69013], [8.46247, 7.61202, 5.25083], [9.48013, 5.34636, 6.34541], [7.43854, 3.55474, 6.38867], [1.41771, -5.55627, 3.50312], [1.06235, -5.62734, 4.82435], [-0.11169, -4.93296, 4.98464], [-0.48200, -4.42908, 3.71249], [0.47857, -4.83129, 2.81725], [2.23962, -5.97275, 3.09873], [1.67457, -6.16315, 5.53399], [-0.64595, -4.80317, 5.91420], [-1.35535, -3.83791, 3.47780], [0.57518, -4.66434, 1.75566]], "lowdin_charge": [-0.121, -0.207, -0.206, -0.130, -0.228, -0.235, 0.805, -0.287, -0.283, -0.250, -0.245, -0.055, -0.182, -0.098, -0.248, 0.065, 0.079, 0.057, 0.063, 0.112, 0.097, 0.106, 0.121, 0.129, 0.134, 0.167, 0.134, 0.131, 0.140, 0.131, 0.120, 0.154, 0.018, -0.141, -0.108, -0.116, -0.129, 0.124, 0.099, 0.093, 0.071, 0.087, -0.001, -0.154, -0.112, -0.114, -0.142, 0.134, 0.102, 0.091, 0.091, 0.105, -0.003, -0.144, -0.115, -0.114, -0.150, 0.140, 0.104, 0.090, 0.091, 0.099, 0.012, -0.136, -0.120, -0.128, -0.152, 0.147, 0.107, 0.089, 0.088, 0.108, 0.004, -0.145, -0.117, -0.118, -0.145, 0.126, 0.104, 0.089, 0.089, 0.104, 0.003, -0.138, -0.106, -0.094, -0.130, 0.113, 0.106, 0.093, 0.096, 0.083], "homo_ev": -8.235, "lumo_energy_ev": 0.15, "homo_lumo_gap_ev": 8.38}

=====

# 4
{"formula": "C20H43MnN2P3Se", "method": "wB97M-V/def2-TZVPD", "symbols": ["Mn", "P", "P", "P", "H", "C", "C", "H", "C", "C", "C", "C", "C", "C", "C", "C", "C", "H", "H", "H", "H", "H", "H", "H", "H", "H", "H", "H", "H", "H", "H", "H", "H", "H", "H", "H", "H", "H", "H", "H", "H", "H", "H", "H", "H", "H", "C", "C", "C", "C", "C", "C", "Se", "H", "H", "H", "H", "H", "H", "C", "N", "C", "C", "N", "H", "H", "H", "H", "H", "H"], "coordinates": [[-0.07656, -0.06230, 0.01016], [0.26161, 2.13118, 1.02929], [-2.38928, 0.29231, -0.23844], [2.22050, -0.36806, -0.26026], [-1.39312, -3.11259, -7.83794], [-0.62163, -3.87648, -7.67412], [-0.75721, -4.75772, -6.64156], [-1.71261, -5.00473, -6.14163], [0.44570, 3.62804, -0.02693], [-1.08993, 2.60646, 2.16798], [1.71436, 2.28230, 2.14402], [-3.05755, -0.81737, -1.53049], [-3.40082, -0.06716, 1.24669], [-3.02403, 1.94358, -0.79183], [2.60006, -1.64100, -1.51558], [3.10848, -0.92032, 1.24337], [3.22151, 1.07148, -0.85659], [0.24517, -3.83427, -8.39035], [0.10123, -5.31148, -6.23479], [0.55154, 4.49070, 0.64926], [-0.43197, 3.78207, -0.67194], [1.33636, 3.57450, -0.67032], [-0.71147, 3.45607, 2.74126], [-1.33288, 1.80127, 2.86781], [-2.00814, 2.90682, 1.65787], [1.57486, 3.22990, 2.66863], [2.68105, 2.30351, 1.63228], [1.72447, 1.47651, 2.88477], [-4.15118, -0.72052, -1.59600], [-2.79666, -1.85500, -1.27300], [-2.61114, -0.56189, -2.50302], [-4.36394, 0.45722, 1.17808], [-2.88778, 0.24835, 2.16595], [-3.58613, -1.14870, 1.30197], [-4.12763, 1.92028, -0.78433], [-2.66095, 2.14655, -1.81426], [-2.68905, 2.75462, -0.12697], [3.68819, -1.78156, -1.59400], [2.19681, -1.33156, -2.49100], [2.12985, -2.58943, -1.21709], [4.16169, -1.11813, 0.99992], [2.64934, -1.84855, 1.61564], [3.06405, -0.15821, 2.03619], [4.27558, 0.75194, -0.94353], [3.16617, 1.92453, -0.16069], [2.83689, 1.38734, -1.84395], [0.18820, 0.51526, -4.35413], [-0.17442, -0.83276, -4.15420], [-0.16064, -1.70980, -5.24059], [0.17972, -1.23535, -6.51674], [0.55726, 0.09429, -6.72159], [0.57245, 0.97246, -5.63514], [0.12260, 1.84141, -3.02056], [0.06364, 0.79872, -1.72896], [-0.45630, -1.15198, -3.15444], [-0.40287, -2.76363, -5.11557], [0.17777, -1.86879, -7.40794], [0.84693, 0.43489, -7.72288], [0.86320, 2.02217, -5.76482], [-1.15262, -0.32320, 5.30216], [-0.04863, -0.79536, 4.46122], [1.14218, -1.36098, 5.13298], [-0.10130, -0.74554, 3.16587], [-0.06607, -0.54919, 1.99884], [-0.96961, -0.64810, 6.33674], [-2.08572, -0.77981, 4.93325], [-1.24896, 0.78144, 5.27164], [1.34633, -2.34798, 4.69488], [2.02468, -0.71567, 4.99438], [0.92874, -1.47051, 6.19605]], "nbo_charge": [0.729, 1.008, 0.858, 0.877, 0.191, -0.429, -0.399, 0.216, -0.968, -0.953, -0.947, -0.941, -0.927, -0.918, -0.943, -0.929, -0.923, 0.226, 0.208, 0.276, 0.250, 0.255, 0.266, 0.243, 0.256, 0.265, 0.255, 0.246, 0.278, 0.254, 0.238, 0.272, 0.241, 0.269, 0.274, 0.243, 0.240, 0.274, 0.241, 0.258, 0.273, 0.258, 0.250, 0.274, 0.241, 0.239, -0.177, -0.252, -0.099, -0.044, -0.186, -0.154, 0.538, -0.019, 0.211, 0.263, 0.272, 0.273, 0.254, -0.405, -0.440, -0.400, 0.673, -0.678, 0.256, 0.228, 0.219, 0.230, 0.220, 0.252], "s2": 6.12, "homo_ev": [-15.930, -15.924], "relative_energy_kj_mol": 77.7, "lumo_energy_ev": [-10.05, -12.05], "charge": 3, "homo_lumo_gap_ev": [5.88, 3.88], "multiplicity": 5}

=====

# 5
{"formula": "C4H11N3O2", "method": "wB97M-V/def2-TZVPD", "symbols": ["C", "N", "C", "N", "N", "H", "H", "H", "H", "H", "H", "H", "C", "C", "O", "O", "H", "H", "H", "H"], "coordinates": [[1.98937, 1.65461, 0.22652], [0.79189, 0.93601, -0.15840], [-0.12735, 1.64014, -0.70664], [-0.14088, 2.98161, -0.87953], [-1.37246, 1.04757, -1.02395], [1.72794, 2.35784, 1.03287], [2.49461, 2.20467, -0.56940], [2.69627, 0.96716, 0.68162], [0.64334, 3.55015, -1.07399], [-0.98785, 3.49776, -1.04410], [-1.47865, 0.14632, -0.53227], [-1.31217, 0.66579, -1.97043], [-0.87185, -3.58282, 1.00246], [-0.70376, -2.18389, 0.51634], [-1.56934, -1.64642, -0.14485], [0.42552, -1.60044, 0.84542], [-0.74241, -4.29459, 0.18286], [-1.84454, -3.72211, 1.46070], [-0.16699, -3.91592, 1.76796], [0.54934, -0.70342, 0.38682]], "nbo_charge": [-0.441, -0.585, 0.602, -0.827, -0.871, 0.190, 0.179, 0.207, 0.391, 0.409, 0.418, 0.373, -0.724, 0.808, -0.653, -0.703, 0.241, 0.238, 0.227, 0.521], "smiles": "CN=C(N)N.CC(=O)O", "homo_ev": -9.233, "relative_energy_kj_mol": 31.0, "lumo_energy_ev": 0.84, "homo_lumo_gap_ev": 10.08}

=====

# 6
{"formula": "C4H12N2O", "method": "wB97M-V/def2-TZVPD", "symbols": ["C", "C", "C", "N", "C", "N", "H", "H", "H", "H", "H", "H", "H", "H", "H", "H", "O", "H", "H"], "coordinates": [[-0.39994, -2.01730, -1.69118], [0.42711, -0.79650, -1.36687], [0.99218, -0.68887, 0.02884], [1.53151, 0.59044, 0.29297], [2.15867, 0.98071, 1.30010], [2.71449, 2.24252, 1.40145], [-1.40869, -1.90471, -1.21720], [-0.05484, -2.91931, -1.18237], [-0.65451, -2.04226, -2.73987], [-0.14295, 0.11351, -1.63116], [1.20321, -0.70427, -2.12939], [0.33008, -0.98065, 0.84410], [1.87778, -1.37056, 0.07737], [2.43817, 0.31711, 2.14439], [2.52073, 2.91138, 0.67407], [2.75418, 2.53140, 2.36234], [-5.27280, 1.42039, 0.63121], [-5.99907, 1.73974, 1.16609], [-5.01533, 0.57723, 1.03510]], "nbo_charge": [-0.613, -0.403, -0.237, -0.507, 0.289, -0.818, 0.195, 0.207, 0.219, 0.206, 0.200, 0.185, 0.177, 0.126, 0.397, 0.379, -0.936, 0.467, 0.469], "smiles": "CCC/N=C/N.O", "homo_ev": -8.788, "relative_energy_kj_mol": 159.4, "lumo_energy_ev": 0.91, "homo_lumo_gap_ev": 9.70}

=====

# 7
{"formula": "C15H19F5N3OTe4W", "method": "wB97M-V/def2-TZVPD", "symbols": ["W", "C", "C", "C", "C", "C", "C", "C", "C", "C", "H", "H", "H", "H", "H", "H", "H", "H", "H", "H", "H", "H", "Te", "Te", "Te", "Te", "C", "N", "C", "C", "O", "N", "C", "N", "H", "H", "H", "H", "H", "H", "H", "F", "C", "F", "C", "F", "F", "F"], "coordinates": [[-0.47514, 1.48060, -0.12772], [-1.76189, -1.51875, -1.04600], [-0.48589, -0.72140, -1.27063], [-0.54796, 0.33960, -2.23530], [0.55365, 0.55343, -3.10918], [0.39692, 1.45048, -4.30099], [1.72883, -0.12984, -2.90349], [1.82559, -1.15028, -1.94513], [3.10349, -1.91651, -1.80197], [0.71370, -1.45983, -1.19315], [-2.65807, -0.90482, -1.07488], [-1.73804, -2.08825, -0.11399], [-1.84906, -2.24064, -1.85860], [-1.51742, 0.50042, -2.69268], [1.17938, 2.20914, -4.32793], [-0.57214, 1.94611, -4.31714], [0.49429, 0.86177, -5.21650], [2.57562, 0.06010, -3.55342], [2.93691, -2.88177, -1.32563], [3.81050, -1.35608, -1.18504], [3.57517, -2.07623, -2.77110], [0.73638, -2.33965, -0.55807], [-0.77353, 3.10573, 2.15793], [-2.99033, 3.84931, 0.80629], [-2.10158, 3.20180, -1.67499], [0.53015, 3.66765, -1.47045], [-2.28939, -1.69674, 4.47597], [-1.94136, -1.01444, 3.24323], [-2.93357, -0.41962, 2.36102], [-2.02574, 0.12837, 1.31631], [-2.24045, 0.89868, 0.33083], [-0.74224, -0.13893, 1.57903], [-0.71901, -0.82399, 2.73303], [0.40139, -1.29830, 3.25662], [-3.20779, -1.26268, 4.86415], [-1.51100, -1.55977, 5.22458], [-2.44728, -2.76498, 4.31571], [-3.50716, 0.37082, 2.85148], [-3.63362, -1.16335, 1.96835], [1.27326, -0.97829, 2.85518], [0.41376, -1.63478, 4.20459], [2.02963, -0.13172, 0.68922], [1.67199, 1.20577, 0.62326], [1.64587, 1.51585, 1.99671], [2.97125, 1.90884, 0.17341], [3.11521, 1.83347, -1.16900], [4.06041, 1.37906, 0.70912], [2.92636, 3.20463, 0.50699]], "mulliken_spin": [1.791, 0.006, 0.085, 0.004, -0.005, 0.009, 0.026, 0.025, 0.000, 0.085, 0.000, 0.001, -0.005, -0.003, -0.002, 0.001, 0.005, -0.006, -0.001, 0.002, 0.001, -0.005, -0.025, 0.052, -0.048, 0.002, -0.001, 0.008, 0.024, 0.006, -0.038, 0.018, -0.006, 0.002, 0.000, 0.000, 0.000, 0.003, 0.002, 0.000, 0.000, -0.001, -0.049, 0.002, 0.032, -0.001, 0.000, 0.001], "s2": 2.04, "homo_ev": [-9.716, -9.767], "lumo_energy_ev": [-3.48, -4.21], "charge": 1, "homo_lumo_gap_ev": [6.24, 5.56], "multiplicity": 3}

=====

# 8
{"formula": "C3H16N2O3", "method": "wB97M-V/def2-TZVPD", "symbols": ["N", "C", "C", "C", "N", "H", "H", "H", "H", "H", "H", "H", "H", "H", "H", "O", "H", "H", "O", "H", "H", "O", "H", "H"], "coordinates": [[-3.36180, 0.43346, 0.66870], [-2.07912, 1.10607, 0.83732], [-0.88610, 0.33470, 0.10544], [-0.88718, -1.16206, 0.45697], [0.41643, -1.57070, 1.09941], [-3.54335, 0.16024, -0.28872], [-3.41486, -0.37076, 1.29000], [-2.03110, 2.15052, 0.55732], [-1.84607, 1.17101, 1.90797], [-0.00443, 0.90873, 0.32799], [-1.35087, 0.32417, -0.91218], [-1.58269, -1.47706, 1.22464], [-0.99952, -1.82578, -0.45483], [0.98843, -0.85260, 1.53978], [1.05569, -1.91562, 0.34046], [3.64913, 0.19235, 0.08074], [3.98046, -0.52769, -0.47628], [4.06210, 0.91109, -0.41968], [-0.29345, -0.24886, -6.36125], [-1.20496, -0.18854, -6.07698], [0.29928, 0.30910, -5.85604], [2.71006, 0.60421, 3.50219], [3.10730, 0.68348, 2.63341], [3.21662, 0.85051, 4.27362]], "nbo_charge": [-0.844, -0.206, -0.442, -0.224, -0.853, 0.351, 0.362, 0.183, 0.183, 0.219, 0.191, 0.186, 0.189, 0.363, 0.341, -0.936, 0.470, 0.467, -0.953, 0.477, 0.476, -0.977, 0.494, 0.484], "smiles": "NCCCN.O.O.O", "homo_ev": -8.633, "relative_energy_kj_mol": 181.3, "lumo_energy_ev": 0.27, "homo_lumo_gap_ev": 8.91}

=====

Number 1: calculated total energy -12251.276 eV. Number 2: calculated total energy -8369.158 eV. Number 3: calculated total energy -67021.456 eV. Number 4: calculated total energy -148922.436 eV. Number 5: calculated total energy -12892.509 eV. Number 6: calculated total energy -9369.542 eV. Number 7: calculated total energy -66961.872 eV. Number 8: calculated total energy -12491.849 eV.